No. 1
This record from OMol25 describes 12 unconnected molecules or ions with the total composition C39H53Br2F9N12O24 in a non-equilibrium geometry. The level of theory is wB97M-V/def2-TZVPD.

## Properties
Total energy ... -10025.3605 Eh
LUMO energy ... -1.54 eV

The geometry in ORCA input format:
```
! wB97M-V def2-TZVPD RIJCOSX def2/J DEFGRID3
* xyz 0 1
C -1.291 5.689 -4.225
C -1.455 4.303 -4.526
C -1.374 2.651 -4.766
C -0.194 2.059 -3.742
C 1.238 2.898 -3.773
C 2.446 2.384 -2.786
C 2.144 1.092 -1.824
C 0.722 0.260 -1.759
C 0.576 -1.012 -0.689
C 0.780 -0.419 0.833
C -0.492 -0.618 1.834
F -0.555 0.552 2.784
F -1.752 -0.500 1.008
C -0.588 -2.028 2.633
F -1.020 -1.695 4.043
F -1.690 -2.918 2.108
C 0.775 -2.909 2.767
F 0.385 -4.141 3.554
F 1.279 -3.472 1.458
C 1.994 -2.224 3.620
F 2.296 -2.967 4.902
F 1.784 -0.815 4.016
F 3.250 -2.278 2.808
C -0.471 0.758 -2.778
C -1.893 -0.115 -2.753
Br -3.507 0.376 -1.679
C -1.866 -1.370 -3.605
C -3.113 -2.428 -3.738
Br -0.190 -1.802 -4.665
C 3.563 0.905 -1.025
O 3.918 0.155 0.025
N 4.560 1.838 -1.679
C 5.892 1.262 -2.103
C 5.863 0.415 -3.507
C 5.243 0.928 -4.942
C 5.310 -0.019 -6.311
C 5.980 -1.547 -6.315
C 6.020 -2.523 -7.648
C 6.597 -2.062 -4.852
C 6.534 -1.112 -3.479
C 3.963 2.948 -2.517
O 4.566 4.095 -2.899
H -0.857 6.719 -3.815
H -1.092 2.486 -5.894
H -2.429 2.207 -4.474
H 1.420 3.828 -4.462
H -0.402 -1.637 -0.846
H 1.495 -1.742 -0.900
H 0.925 0.759 0.701
H 1.807 -0.821 1.222
H -4.153 -1.951 -3.404
H -3.124 -2.797 -4.862
H -2.857 -3.395 -3.094
H 6.230 0.511 -1.257
H 6.728 2.113 -2.117
H 4.776 2.011 -5.015
H 4.884 0.344 -7.350
H 6.997 -3.188 -7.696
H 5.869 -1.929 -8.667
H 5.114 -3.293 -7.575
H 7.090 -3.142 -4.838
H 7.024 -1.582 -2.512
C -4.843 -1.273 2.080
N -5.349 -1.497 0.699
O -4.651 -2.183 -0.056
O -6.434 -0.976 0.411
H -3.886 -1.786 2.193
H -4.723 -0.197 2.217
H -5.583 -1.682 2.772
C 5.593 0.312 -11.784
N 5.428 -0.645 -10.657
O 4.616 -0.345 -9.774
O 6.119 -1.670 -10.691
H 4.927 1.164 -11.625
H 6.636 0.635 -11.793
H 5.332 -0.214 -12.704
C -2.453 -7.159 -2.784
N -2.686 -6.008 -3.697
O -3.824 -5.524 -3.719
O -1.720 -5.622 -4.366
H -3.384 -7.389 -2.261
H -2.134 -8.005 -3.395
H -1.676 -6.866 -2.075
C 1.116 3.876 2.269
N 0.610 3.653 0.888
O 1.308 2.966 0.133
O -0.474 4.173 0.600
H 2.073 3.364 2.381
H 1.236 4.953 2.406
H 0.376 3.468 2.961
C 2.401 -5.596 5.949
N 2.986 -6.396 7.060
O 2.198 -6.985 7.809
O 4.219 -6.408 7.149
H 1.313 -5.675 5.992
H 2.719 -4.561 6.086
H 2.781 -6.008 5.012
C 5.634 -3.594 6.612
N 6.669 -2.718 6.000
O 7.173 -1.848 6.720
O 6.947 -2.928 4.813
H 5.491 -3.298 7.653
H 4.711 -3.461 6.043
H 5.994 -4.623 6.549
C -3.396 -2.984 5.657
N -4.797 -3.253 5.237
O -5.680 -3.125 6.094
O -4.972 -3.585 4.059
H -3.391 -2.703 6.713
H -2.823 -3.899 5.499
H -3.018 -2.166 5.040
C -1.538 7.797 -0.733
N -0.503 8.674 -1.345
O 0.000 9.543 -0.625
O -0.226 8.464 -2.532
H -1.681 8.093 0.308
H -2.461 7.931 -1.302
H -1.178 6.769 -0.796
C -8.356 -1.893 3.494
N -9.696 -2.308 3.990
O -10.028 -3.484 3.805
O -10.376 -1.441 4.551
H -7.871 -2.752 3.025
H -8.506 -1.091 2.768
H -7.779 -1.547 4.354
C 0.715 11.134 2.297
N -0.625 10.719 2.793
O -0.957 9.542 2.608
O -1.305 11.586 3.354
H 1.200 10.275 1.828
H 0.565 11.936 1.571
H 1.292 11.480 3.157
C -10.036 0.582 7.142
N -9.001 1.458 6.530
O -8.497 2.328 7.251
O -8.723 1.248 5.344
H -10.179 0.878 8.184
H -10.959 0.715 6.574
H -9.676 -0.447 7.080
*
```

=====

No. 2
This record from OMol25 describes 2 unconnected molecules or ions with the total composition C3H8S2 in a non-equilibrium geometry. The level of theory is wB97M-V/def2-TZVPD.

## Properties
ΔE to the lowest compared entry with this formula, charge and spin ... 170.29 kJ/mol
Total energy ... -915.4121 Eh
LUMO energy ... 0.03 eV

The geometry in ORCA input format:
```
! wB97M-V def2-TZVPD RIJCOSX def2/J DEFGRID3
* xyz 0 1
C 2.622 0.076 -1.671
C 2.060 -0.974 -2.264
C 0.937 -1.708 -1.606
H 3.431 0.630 -2.135
H 2.560 0.249 -0.601
H 2.516 -1.435 -3.134
H -0.043 -1.659 -2.076
H 1.138 -2.785 -1.506
H 0.792 -1.382 -0.574
S -3.298 2.389 2.853
S -4.310 3.305 4.513
H -3.572 1.173 3.306
H -4.832 2.123 4.895
*
```

=====

No. 3
This record from OMol25 describes 2 unconnected molecules or ions with the total composition C6H14O2 in a non-equilibrium geometry. The level of theory is wB97M-V/def2-TZVPD.

## Properties
ΔE to the lowest compared entry with this formula, charge and spin ... 44.04 kJ/mol
Expectation value of S² ... 0.75
Total energy ... -387.4118 Eh
LUMO energy (spin up / spin down) ... 3.80 / 3.76 eV

The geometry in ORCA input format:
```
! wB97M-V def2-TZVPD RIJCOSX def2/J DEFGRID3
* xyz -1 2
O -2.459 0.969 0.177
C -1.338 0.555 0.808
C -1.235 -0.718 1.633
C -0.200 0.206 -0.234
C 1.313 0.431 0.032
C 1.980 1.190 -1.108
C 2.021 -0.922 0.292
H -0.963 1.407 1.423
H -2.029 -1.465 1.655
H -0.711 -0.637 2.588
H -0.375 -0.704 -0.819
H -0.394 0.913 -1.070
H 1.399 1.042 0.937
H 2.186 0.546 -1.966
H 2.966 1.554 -0.775
H 1.403 2.060 -1.417
H 1.312 -1.650 0.683
H 2.474 -1.323 -0.620
H 2.851 -0.788 0.996
H -4.120 -1.158 -1.304
H -2.918 -0.394 -0.621
O -3.162 -1.117 -1.292
*
```

=====

No. 4
This record from OMol25 describes 2 unconnected molecules or ions with the total composition ClF3Si in a non-equilibrium geometry. The level of theory is wB97M-V/def2-TZVPD.

## Properties
ΔE to the lowest compared entry with this formula, charge and spin ... 421.33 kJ/mol
Total energy ... -1049.3713 Eh
LUMO energy (spin up / spin down) ... -2.67 / -3.70 eV

The geometry in ORCA input format:
```
! wB97M-V def2-TZVPD RIJCOSX def2/J DEFGRID3
* xyz 0 1
F -1.079 -0.684 -0.900
F -0.373 -1.377 1.390
F -0.689 1.202 0.741
Si -0.247 -0.271 0.287
Cl 2.388 1.131 -1.519
*
```

=====

No. 5
This record from OMol25 describes a molecular structure, C4H7N5 in a non-equilibrium geometry. The level of theory is wB97M-V/def2-TZVPD.

## Properties
ΔE to the lowest compared entry with this formula, charge and spin ... 807.86 kJ/mol
Total energy ... -430.1547 Eh
LUMO energy ... -0.54 eV

The geometry in ORCA input format:
```
! wB97M-V def2-TZVPD RIJCOSX def2/J DEFGRID3
* xyz 0 1
C 1.311 -0.554 -0.499
C -1.160 -0.245 -0.205
C -1.888 1.009 0.585
C 0.207 1.052 0.992
H 3.089 -1.432 -0.507
H 3.028 0.658 0.547
H 1.412 -2.409 -1.604
H -1.770 -1.323 0.060
H -1.243 -0.210 -1.260
H -3.893 0.948 -0.173
H 1.101 1.339 1.354
N 2.714 -0.123 -0.525
N 0.753 -1.691 -1.178
N 0.247 0.030 0.189
N -3.101 1.375 0.611
N -0.808 1.576 1.612
*
```

=====

No. 6
This record from OMol25 describes 12 unconnected molecules or ions with the total composition C48H72F3O35 in a non-equilibrium geometry. The level of theory is wB97M-V/def2-TZVPD.

## Properties
ΔE to the lowest compared entry with this formula, charge and spin ... 985.00 kJ/mol
Total energy ... -4805.2098 Eh
LUMO energy ... 1.22 eV

The geometry in ORCA input format:
```
! wB97M-V def2-TZVPD RIJCOSX def2/J DEFGRID3
* xyz -1 1
C -0.900 -0.357 -0.137
O -1.487 -1.534 -0.640
O -1.892 0.637 -0.264
C -0.240 -0.737 1.172
F 0.593 -1.788 1.095
F 0.639 0.209 1.620
F -1.095 -0.969 2.139
C -1.263 -1.902 -2.040
C -2.323 -2.955 -2.425
H -2.185 -3.890 -1.881
H -3.328 -2.629 -2.159
H -2.258 -3.216 -3.481
H -0.271 -2.353 -2.086
H -1.326 -1.060 -2.729
H -0.104 -0.140 -0.849
C -7.120 4.564 -3.162
C -8.320 3.700 -3.552
C -8.268 2.330 -2.883
O -9.484 2.264 -2.176
C -10.213 3.389 -2.399
O -11.377 3.574 -1.926
O -9.482 4.305 -3.027
H -6.214 4.212 -3.655
H -6.790 4.547 -2.124
H -7.381 5.614 -3.301
H -8.394 3.572 -4.632
H -7.360 2.249 -2.286
H -8.206 1.618 -3.707
C 0.707 8.435 -1.122
C 0.054 8.836 0.274
C 0.406 7.999 1.446
O 0.663 9.015 2.414
C 0.788 10.240 1.848
O 1.066 11.233 2.452
O 0.492 10.165 0.567
H 0.333 9.086 -1.912
H 0.325 7.459 -1.423
H 1.783 8.285 -1.034
H -1.033 8.880 0.205
H 1.351 7.488 1.260
H -0.423 7.401 1.824
C 8.456 -5.572 3.589
C 7.988 -4.129 3.288
C 7.954 -3.170 4.498
O 8.791 -2.102 4.081
C 9.413 -2.360 2.929
O 10.315 -1.643 2.502
O 8.939 -3.574 2.405
H 8.301 -6.215 2.723
H 7.975 -6.030 4.453
H 9.538 -5.540 3.712
H 7.049 -4.020 2.745
H 8.388 -3.593 5.403
H 6.938 -2.887 4.775
C 6.273 2.421 -2.402
C 7.575 2.994 -3.000
C 8.674 1.961 -3.453
O 8.796 2.215 -4.796
C 7.948 3.072 -5.223
O 7.650 3.290 -6.428
O 7.230 3.621 -4.201
H 5.510 3.199 -2.425
H 6.263 2.127 -1.352
H 5.854 1.558 -2.918
H 7.969 3.753 -2.324
H 8.434 0.923 -3.222
H 9.557 2.142 -2.840
C 5.178 7.723 7.178
C 6.293 7.446 6.167
C 6.222 6.187 5.353
O 6.502 6.601 4.007
C 6.401 7.872 3.940
O 6.510 8.522 2.925
O 6.185 8.402 5.092
H 4.204 7.386 6.824
H 5.237 8.799 7.345
H 5.359 7.220 8.128
H 7.284 7.538 6.612
H 5.231 5.734 5.328
H 6.892 5.380 5.647
C 3.389 -7.015 -1.290
C 4.262 -7.022 -2.627
C 5.279 -5.842 -2.816
O 6.481 -6.426 -3.095
C 6.372 -7.812 -3.037
O 7.184 -8.678 -3.364
O 5.162 -8.152 -2.505
H 2.721 -6.155 -1.239
H 4.033 -7.134 -0.419
H 2.806 -7.924 -1.135
H 3.724 -7.123 -3.570
H 5.498 -5.253 -1.926
H 4.913 -5.174 -3.595
C -5.362 -5.253 3.665
C -6.076 -3.911 3.746
C -7.207 -3.775 2.770
O -8.262 -3.102 3.451
C -7.989 -3.348 4.787
O -8.690 -2.835 5.724
O -6.846 -4.019 4.898
H -4.847 -5.334 2.708
H -6.051 -6.090 3.781
H -4.569 -5.319 4.410
H -5.380 -3.076 3.661
H -7.570 -4.763 2.490
H -6.992 -3.426 1.759
C -8.045 3.813 4.506
C -7.145 4.049 5.713
C -5.858 4.776 5.332
O -5.785 5.831 6.210
C -6.855 5.933 6.946
O -6.975 6.832 7.761
O -7.675 4.933 6.687
H -7.601 3.138 3.775
H -8.188 4.806 4.079
H -8.985 3.446 4.919
H -6.881 3.133 6.241
H -6.033 5.265 4.373
H -5.006 4.096 5.354
C 1.668 -12.697 -9.244
C 0.396 -11.994 -8.745
C 0.402 -11.440 -7.350
O -0.149 -10.213 -7.395
C -0.109 -9.755 -8.698
O -0.361 -8.608 -9.023
O 0.075 -10.803 -9.544
H 2.028 -13.426 -8.518
H 2.494 -12.046 -9.529
H 1.378 -13.229 -10.150
H -0.466 -12.658 -8.817
H 1.447 -11.431 -7.040
H -0.060 -12.148 -6.662
C -0.475 3.120 10.895
C -0.839 2.074 9.830
C -0.244 0.674 10.058
O -1.310 -0.110 10.558
C -2.425 0.564 10.417
O -3.505 0.044 10.707
O -2.208 1.807 9.956
H -0.830 4.126 10.673
H 0.598 3.225 11.053
H -0.881 2.812 11.859
H -0.617 2.344 8.797
H 0.605 0.614 10.739
H -0.012 0.212 9.098
C -2.649 -0.920 -12.300
C -3.954 -0.383 -11.576
C -3.977 -0.615 -10.108
O -4.221 0.688 -9.576
C -4.363 1.568 -10.513
O -4.609 2.774 -10.306
O -4.035 1.022 -11.687
H -2.562 -2.006 -12.337
H -1.748 -0.420 -11.944
H -2.593 -0.649 -13.355
H -4.776 -0.865 -12.106
H -3.037 -1.033 -9.748
H -4.762 -1.331 -9.868
*
```

=====

No. 7
This record from OMol25 describes 2 unconnected molecules or ions with the total composition C3H10NO in a non-equilibrium geometry. The level of theory is wB97M-V/def2-TZVPD.

## Properties
ΔE to the lowest compared entry with this formula, charge and spin ... 77.62 kJ/mol
Total energy ... -250.0242 Eh
LUMO energy ... -4.94 eV

The geometry in ORCA input format:
```
! wB97M-V def2-TZVPD RIJCOSX def2/J DEFGRID3
* xyz 1 1
C -1.153 -0.935 -0.768
C 0.368 -1.060 -0.522
C 1.537 1.074 -0.833
N 0.938 0.216 -0.101
H -1.483 -0.188 -0.060
H -1.334 -0.642 -1.821
H -1.653 -1.897 -0.552
H 0.472 -1.759 0.304
H 0.891 -1.465 -1.373
H 1.687 2.039 -0.323
H 2.067 0.793 -1.762
H 0.343 0.677 0.609
H -0.603 1.730 2.689
H -1.350 0.394 2.471
O -0.728 1.023 2.044
*
```

=====

No. 8
This record from OMol25 describes 2 unconnected molecules or ions with the total composition C3H3N3O in a non-equilibrium geometry. The level of theory is wB97M-V/def2-TZVPD.

## Properties
ΔE to the lowest compared entry with this formula, charge and spin ... 266.37 kJ/mol
Total energy ... -355.5384 Eh
LUMO energy ... -0.11 eV

The geometry in ORCA input format:
```
! wB97M-V def2-TZVPD RIJCOSX def2/J DEFGRID3
* xyz 0 1
N -1.698 -1.359 -0.039
C -0.974 -0.499 0.426
C -0.181 0.031 1.407
C 0.764 0.873 0.805
O 0.601 0.709 -0.408
H -2.165 -1.163 -0.907
H -0.322 0.058 2.441
H 1.378 1.760 1.143
N 0.781 -0.271 -2.581
N 1.828 -0.146 -2.265
*
```